Entry 1:
{"formula": "N4S4", "method": "ωB97M-V/def2-TZVPD", "species": ["N", "S", "N", "S", "N", "S", "N", "S"], "positions_angstrom": [[-1.3852, -1.2501, 0.0087], [-0.0027, -1.2183, -0.8036], [1.3769, -1.2531, 0.0044], [2.0250, -0.0049, 0.7888], [1.3860, 1.2491, 0.0032], [0.0048, 1.2251, -0.7974], [-1.3819, 1.2507, 0.0108], [-2.0229, 0.0015, 0.7852]], "forces_ev_per_a": [[-0.25, -0.79, 0.25], [-0.07, 0.50, -0.06], [0.40, -0.71, 0.38], [-1.37, 0.01, -0.67], [0.42, 0.69, 0.42], [-0.13, -0.52, -0.09], [-0.23, 0.82, 0.26], [1.22, -0.01, -0.49]], "mulliken_charge": [-0.256, 0.195, -0.254, 0.315, -0.255, 0.196, -0.256, 0.315], "smiles": "N1=S2=NSN=S=2=NS1", "relative_energy_kj_mol": 0.0, "homo_lumo_gap_ev": [6.7, 6.8]}

---

Entry 2:
{"formula": "C31H49BBrI3N2O5P", "method": "ωB97M-V/def2-TZVPD", "species": ["C", "C", "C", "C", "C", "N", "C", "C", "C", "C", "O", "P", "O", "C", "N", "C", "I", "C", "C", "I", "C", "C", "C", "O", "I", "B", "O", "O", "C", "C", "Br", "C", "C", "C", "C", "C", "C", "C", "H", "H", "H", "H", "H", "H", "H", "H", "H", "H", "H", "H", "H", "H", "H", "H", "H", "H", "H", "H", "H", "H", "H", "H", "H", "H", "H", "H", "H", "H", "H", "H", "H", "H", "H", "C", "C", "C", "C", "C", "C", "H", "H", "H", "H", "H", "H", "H", "H", "H", "H", "H", "H", "H", "H"], "positions_angstrom": [[5.5063, -3.3173, 1.4672], [4.7266, -3.7943, 0.6727], [3.4936, -4.4822, 0.1182], [2.2818, -3.4775, 0.0421], [1.7055, -3.4520, 1.4908], [0.4773, -2.6821, 1.8394], [0.3392, -2.6446, 3.3554], [-1.0845, -2.9125, 3.9355], [-1.5707, -1.8435, 4.9923], [-3.1148, -2.0818, 5.2183], [-3.9072, -0.9937, 4.7539], [1.3005, -4.0041, 4.2891], [0.7932, -5.3630, 3.9581], [1.1156, -1.3642, 3.8173], [0.8777, -0.1106, 3.0707], [1.4441, 0.9284, 3.8559], [3.4560, 0.8265, 4.7262], [0.7472, 2.0322, 4.1925], [-0.7010, 2.2726, 3.7353], [1.5263, 3.6192, 5.4162], [1.1873, -0.1817, 1.6153], [2.7099, -0.3278, 1.2647], [3.1434, 0.0860, -0.1578], [2.6838, -0.2604, -1.1950], [4.8854, 1.4135, -0.3306], [0.8357, 1.2517, 0.9106], [1.5590, 2.4115, 1.2738], [-0.0561, 1.4637, -0.1124], [0.3641, 2.4022, -1.1119], [0.2131, -1.3712, 1.1522], [-1.5292, -0.5263, 1.8277], [-0.1584, -1.5334, -0.3710], [-1.6638, -1.4965, -0.7727], [-2.2479, -0.4140, -1.4595], [-3.6078, -0.4451, -1.8441], [-4.4396, -1.5443, -1.5745], [-3.8519, -2.6561, -0.9285], [-2.5113, -2.6161, -0.5501], [6.1787, -2.9132, 2.2146], [3.7683, -4.8070, -0.9055], [3.2372, -5.3983, 0.6841], [1.6047, -3.9353, -0.7064], [2.7163, -2.5351, -0.3209], [1.4443, -4.5254, 1.6177], [2.6091, -3.1889, 2.0774], [-0.3208, -3.2629, 1.5368], [-1.8283, -3.0111, 3.1126], [-1.1856, -3.8802, 4.4756], [-1.3688, -0.8083, 4.6697], [-1.0067, -2.0849, 5.9171], [-3.4594, -2.9835, 4.6713], [-3.2520, -2.2452, 6.3055], [-3.4288, -0.5209, 4.0606], [0.9538, -3.7605, 5.6500], [2.7006, -3.8569, 4.1281], [2.2064, -1.6107, 3.6928], [1.0123, -1.1258, 4.8926], [-1.1410, 3.1015, 4.3239], [-1.3322, 1.3795, 3.8683], [-0.7564, 2.6172, 2.6787], [3.2221, 0.4180, 1.9141], [3.2152, -1.2813, 1.5021], [2.3942, 2.4800, 0.7825], [-0.2369, 2.2658, -2.0327], [1.4253, 2.2819, -1.4192], [0.1968, 3.4497, -0.7912], [0.3159, -0.8176, -1.0585], [0.0777, -2.5364, -0.7929], [-1.6784, 0.4836, -1.7223], [-4.0183, 0.4362, -2.3615], [-5.5033, -1.5915, -1.8341], [-4.4828, -3.5311, -0.7101], [-2.0589, -3.4890, -0.0478], [-2.1991, 2.6266, -4.9921], [-0.8797, 2.8591, -5.7221], [-0.1717, 4.1449, -5.2952], [-0.9407, 5.4375, -5.5764], [-1.3202, 5.6603, -7.0403], [-0.1129, 5.7832, -7.9637], [-2.9204, 3.4184, -5.1985], [-2.6464, 1.6826, -5.3099], [-2.0423, 2.5774, -3.9104], [-1.0524, 2.8575, -6.8010], [-0.2151, 2.0138, -5.5173], [0.8045, 4.1878, -5.7871], [0.0370, 4.0945, -4.2197], [-0.3338, 6.2823, -5.2345], [-1.8513, 5.4598, -4.9700], [-1.9063, 6.5809, -7.1084], [-1.9729, 4.8563, -7.3925], [0.5292, 6.6114, -7.6562], [-0.4381, 5.9730, -8.9880], [0.4841, 4.8695, -7.9733]], "forces_ev_per_a": [[-0.25, 0.01, -0.19], [-1.05, -0.57, 1.39], [1.13, 0.77, -0.78], [0.52, -0.93, -0.16], [1.57, -1.28, -2.06], [-1.24, -0.68, 0.35], [1.07, 0.85, 2.16], [-0.96, 0.78, -0.10], [-0.30, -1.37, -0.57], [0.79, 0.15, -0.05], [0.23, 0.06, 0.37], [-1.13, -1.77, -0.12], [0.44, 0.40, -0.41], [0.67, -0.29, -0.59], [1.73, -0.10, 1.18], [-0.03, 1.60, 0.56], [-0.36, -0.60, -0.62], [-0.37, -0.05, -0.08], [0.09, 0.62, 0.23], [-0.56, -0.65, -0.70], [-0.68, -0.90, -0.53], [0.91, 0.92, 0.71], [0.32, -0.30, -0.36], [-0.44, -0.12, 0.50], [-0.39, -0.22, 0.43], [-0.42, 1.88, -0.54], [0.29, -1.57, -0.21], [0.86, -1.11, 0.13], [-0.25, 1.10, -0.85], [-1.11, 2.93, -0.84], [-0.02, -0.82, 0.21], [-0.88, -1.09, -1.39], [-1.08, -0.06, -0.47], [-0.25, -0.34, -0.10], [-0.12, 0.02, 0.02], [1.03, -0.31, 0.44], [-0.34, 0.46, -0.07], [0.88, 0.10, 0.13], [-0.21, -0.19, -0.70], [-0.47, 0.12, 0.45], [0.31, 0.51, -0.10], [0.11, 0.60, 0.51], [-0.69, -0.23, 0.06], [0.04, 0.79, 0.69], [-1.04, 0.10, 0.24], [0.29, 0.07, -0.04], [0.48, 0.29, 0.41], [0.58, 0.34, -0.58], [-0.09, -0.44, 0.24], [-0.35, 0.52, -0.35], [0.36, 0.20, 0.43], [-0.43, 0.31, -0.65], [-0.12, -0.22, 0.14], [0.45, 0.79, -0.43], [-0.27, 0.41, 0.18], [-0.56, 0.14, 0.18], [-0.32, -0.44, -0.60], [0.23, -0.58, -0.26], [0.41, 0.33, -0.10], [0.17, -0.37, 0.53], [-0.36, -0.58, -0.26], [-0.30, 0.27, -0.27], [0.01, 0.36, 0.36], [0.16, -0.23, 0.63], [-0.56, -0.06, 0.39], [0.18, -0.64, 0.03], [0.28, -0.16, 0.87], [0.56, 0.58, 0.73], [-0.10, -0.46, 0.27], [0.23, -0.51, 0.27], [0.56, 0.26, -0.02], [0.53, 0.40, -0.10], [-0.37, 0.24, -0.25], [0.01, -0.11, -0.17], [0.00, 0.00, 0.20], [0.09, 0.00, -0.09], [-0.12, -0.02, 0.05], [0.11, 0.09, 0.03], [-0.13, -0.05, -0.09], [0.00, -0.01, 0.05], [-0.04, 0.02, 0.06], [-0.03, 0.06, 0.01], [0.02, 0.03, 0.01], [0.01, 0.02, -0.07], [-0.01, 0.02, 0.02], [-0.01, -0.01, 0.00], [-0.01, -0.01, -0.02], [0.02, -0.01, 0.01], [-0.03, -0.05, 0.02], [0.00, 0.00, 0.03], [0.02, -0.04, 0.00], [0.07, 0.01, 0.01], [0.02, 0.03, 0.00]], "mulliken_charge": [-0.070, -0.331, -1.082, -0.096, -1.094, 1.040, 1.918, -1.408, -0.246, -0.516, -0.577, 0.415, -0.743, -3.468, 1.782, -0.888, 0.078, 0.024, -0.405, 0.094, 0.646, -0.663, -0.679, -0.403, 0.090, 0.757, -0.747, -0.297, -0.304, -0.869, 0.031, -0.364, -0.349, 0.502, -0.708, -0.573, -0.853, -0.136, 0.399, 0.439, 0.493, 0.468, -0.072, 0.806, 0.169, 0.771, 0.347, 0.681, 0.109, 0.400, 0.291, 0.368, 0.349, 0.166, 0.151, 0.562, 0.719, 0.587, -0.140, 0.079, 0.948, -0.243, 0.265, -0.343, 0.263, 0.391, 0.554, -0.055, 0.111, 0.388, 0.404, 0.374, 0.271, -1.002, -0.454, -0.310, -0.752, -0.412, -1.183, 0.312, 0.390, 0.102, 0.339, 0.333, 0.349, 0.035, 0.397, 0.316, 0.374, 0.233, 0.294, 0.379, 0.282], "homo_lumo_gap_ev": 8.3, "charge": 1}